(1)
Molecular formula: C24H22Br2DyN5OS
Method: DFT, the ωB97M-V functional and the def2-TZVPD basis

```
56
C24H22Br2DyN5OS | the OMol25 dataset | the ωB97M-V functional and the def2-TZVPD basis
Dy -0.08634 0.68546 -0.37540
N 1.90546 2.67301 3.26266
C 3.01283 2.87045 2.43368
C 4.26207 3.45617 2.63421
C 5.11312 3.44363 1.54807
C 4.75002 2.86801 0.31193
C 3.51501 2.28877 0.12335
C 2.64930 2.31122 1.21567
N 1.35753 1.79913 1.31131
C 0.96731 2.02541 2.53100
C -0.35577 1.60262 3.04728
C -0.86794 1.81412 4.27953
S -2.41896 1.13221 4.37157
C -2.28211 0.58578 2.76534
N -1.16480 0.89886 2.17918
H 1.82430 2.94272 4.22649
H 4.55719 3.89420 3.57903
H 6.09642 3.88536 1.64827
H 5.46115 2.87700 -0.50317
H 3.21001 1.81615 -0.80699
H -0.43025 2.33030 5.12042
H -3.07934 0.03632 2.27820
C 0.99417 -2.52055 0.53194
C -0.50062 -2.53991 0.46368
C -1.25530 -3.70054 0.76846
C -2.61116 -3.65938 0.70283
C -3.27639 -2.46906 0.31512
C -4.68369 -2.31980 0.22072
Br -5.83770 -3.75635 0.65092
C -5.21971 -1.13709 -0.18409
C -4.38677 -0.04949 -0.52423
Br -5.19813 1.56137 -1.06428
C -3.00738 -0.11396 -0.46409
O -2.21477 0.87607 -0.76286
C -2.46481 -1.36985 -0.00843
N -1.10037 -1.43621 0.09203
H 1.40904 -3.52699 0.57160
H 1.32846 -1.99037 1.43038
H 1.38871 -1.97316 -0.33437
H -0.73628 -4.60751 1.04975
H -3.19825 -4.53861 0.93409
H -6.29248 -1.02063 -0.25715
C -0.77616 -0.66638 -3.40213
C 0.73845 -0.42635 -3.24776
C 1.15073 0.61219 -4.29683
C 1.45332 -1.74192 -3.57629
N 1.09091 0.04141 -1.89915
H -1.04995 -1.00596 -4.40821
H -1.33578 0.25072 -3.20392
H -1.10615 -1.43501 -2.69632
H 0.87146 0.31915 -5.31695
H 2.23349 0.76203 -4.26185
H 0.67693 1.57150 -4.07144
H 1.20262 -2.12647 -4.57308
H 1.18232 -2.50627 -2.84001
H 2.53504 -1.59351 -3.51970
```

- HOMO-LUMO gap (spin up / spin down) (eV) = 5.53 / 5.62
- ⟨S²⟩ = 9.3713
- spin multiplicity = 6
- E_HOMO (spin up / spin down) (eV) = -6.0 / -6.1
- charge = 0
- energy relative to the best compared isomer or geometry (same formula, charge and spin) (kcal per mole) = 0.0

(2)
Molecular formula: C24H22Br2IN3ORuS4
Method: DFT, the ωB97M-V functional and the def2-TZVPD basis

```
58
C24H22Br2IN3ORuS4 | the OMol25 dataset | the ωB97M-V functional and the def2-TZVPD basis
Ru 0.48125 -1.14815 -1.24343
C 5.60152 -1.39574 -1.77163
N 4.78513 -0.21096 -1.53992
C 5.22292 0.95190 -0.94364
C 4.17950 1.78889 -0.88955
N 3.08437 1.13934 -1.46272
C 3.47842 -0.11642 -1.85694
S 2.64513 -1.41039 -2.58159
C 1.81148 1.77395 -1.63181
C 1.66114 3.11509 -1.30573
C 0.43391 3.71006 -1.53531
C -0.59563 2.96770 -2.08816
C -0.35180 1.63926 -2.36077
N 0.82313 1.04192 -2.12627
H 6.63737 -1.13177 -1.57874
H 5.48989 -1.72312 -2.80166
H 5.29032 -2.20026 -1.10748
H 6.23635 1.07829 -0.60881
H 4.13163 2.78320 -0.49650
H 2.46200 3.69585 -0.88129
H 0.28819 4.75105 -1.28011
H -1.56797 3.39554 -2.28428
H -1.13203 1.00461 -2.75839
Br -1.14669 -2.26654 -3.40531
C -0.89797 -4.04818 -2.71316
Br 0.40779 -4.07828 -1.28800
H -0.52693 -4.67211 -3.51507
H -1.84406 -4.39301 -2.31681
O -1.11817 -0.45960 -0.33713
C -1.83225 -0.08631 0.81265
C -2.85280 0.95870 0.38605
C -3.40316 1.98490 1.09106
C -4.43549 2.65683 0.37420
C -4.65220 2.11071 -0.85113
S -3.59411 0.79965 -1.15684
C -0.89056 0.45458 1.86075
C -0.28711 -0.33528 2.98720
C 0.58097 0.62210 3.75181
C 0.70384 1.82354 3.20172
S -0.22800 2.03565 1.73279
C -2.59098 -1.29088 1.35666
C -2.50836 -2.58136 0.93508
C -3.34988 -3.46472 1.67155
C -4.05683 -2.81550 2.63317
S -3.73115 -1.13478 2.63289
H -3.09567 2.25118 2.09214
H -4.98996 3.49888 0.76119
H -5.36674 2.41736 -1.59773
H -1.08519 -0.73490 3.63349
H 1.07725 0.32940 4.66737
H 1.28627 2.65157 3.57686
H -1.87215 -2.88143 0.11559
H -3.42633 -4.52661 1.48930
H -4.77009 -3.22564 3.32920
I 2.11687 -1.12785 1.24661
C 0.48197 -1.59309 2.56181
H -0.14147 -2.28517 2.00500
H 0.94312 -2.09369 3.40975
```

- HOMO-LUMO gap (spin up / spin down) (eV) = 6.77 / 7.63
- ⟨S²⟩ = 8.7694
- spin multiplicity = 6
- E_HOMO (spin up / spin down) (eV) = -9.2 / -10.6
- charge = +1
- energy relative to the best compared isomer or geometry (same formula, charge and spin) (kcal per mole) = 0.0

(3)
Molecular formula: C24H22Cl2PPt
Method: DFT, the ωB97M-V functional and the def2-TZVPD basis

```
50
C24H22Cl2PPt | the OMol25 dataset | the ωB97M-V functional and the def2-TZVPD basis
C 3.30293 -2.29306 0.89372
C 3.21480 -0.90813 0.53750
C 2.75308 -0.17110 1.67692
H 3.50184 -0.49234 -0.42763
C 2.54976 -1.08099 2.75669
C 2.86029 -2.42572 2.28309
H 2.80210 -3.33800 2.86039
H 3.66680 -3.09776 0.26423
H 2.62864 0.90812 1.73438
H 2.23833 -0.83667 3.76629
Pt 1.09094 -1.85688 1.11319
Cl -0.53136 -1.87940 2.85829
P -0.34426 0.07703 -0.00665
C -0.15731 1.63367 0.86952
C 0.00701 2.83112 0.15461
H 0.12836 2.80749 -0.93128
C 0.00019 4.04339 0.83846
H 0.11816 4.96657 0.27209
C -0.16856 4.06607 2.22372
H -0.18828 5.02116 2.74865
C -0.31578 2.87255 2.94004
H -0.44998 2.88929 4.02060
C -0.29656 1.65303 2.26854
H -0.40648 0.70522 2.80788
C 0.30022 0.31040 -1.67314
C 1.59166 0.84841 -1.86110
H 2.18078 1.17717 -1.00513
C 2.09851 0.97018 -3.15324
H 3.09945 1.38513 -3.29457
C 1.33198 0.57317 -4.25310
H 1.72559 0.68489 -5.25946
C 0.05775 0.02882 -4.06054
H -0.54948 -0.27859 -4.91192
C -0.45481 -0.12880 -2.77514
H -1.43731 -0.56911 -2.61219
C -2.10302 -0.25539 -0.11518
C -2.97384 0.83711 -0.24492
H -2.57319 1.85572 -0.18940
C -4.32997 0.60896 -0.44751
H -4.99454 1.46343 -0.56462
C -4.81931 -0.69749 -0.50102
H -5.88200 -0.86850 -0.66554
C -3.95759 -1.78654 -0.33987
H -4.33461 -2.80691 -0.38350
C -2.59914 -1.56830 -0.12288
H -1.91855 -2.40355 0.05962
Cl 1.47429 -4.88391 0.69542
C 0.60712 -3.49209 0.03927
H 0.91137 -3.37689 -1.00915
H -0.45602 -3.72198 0.12557
```

- HOMO-LUMO gap (spin up / spin down) (eV) = 7.04 / 5.58
- ⟨S²⟩ = 6.0184
- spin multiplicity = 5
- E_HOMO (spin up / spin down) (eV) = -9.5 / -12.3
- charge = +1

(4)
Molecular formula: C24H22Co2NO7
Method: DFT, the ωB97M-V functional and the def2-TZVPD basis

```
56
C24H22Co2NO7 | the OMol25 dataset | the ωB97M-V functional and the def2-TZVPD basis
C -1.98230 -2.91896 1.08556
C -1.84569 -1.43703 1.57251
C -0.38279 -1.23536 1.67876
C 0.33133 -2.36198 1.36362
N 1.67921 -2.47794 1.32775
C 2.46199 -1.31681 1.74851
C 3.88763 -1.45203 1.22442
O 4.46483 -2.71147 1.57372
C 3.71744 -3.82542 1.07710
C 2.27030 -3.80087 1.55267
C -0.55628 -3.51500 0.98904
H -2.60638 -3.49738 1.77769
H -2.49482 -2.95669 0.11585
H -2.32296 -0.73456 0.87382
H -2.37036 -1.30128 2.52968
H 0.03639 -0.27384 1.97834
H 2.01980 -0.40595 1.33460
H 2.47591 -1.21932 2.85502
H 3.88366 -1.31445 0.12390
H 4.53813 -0.69693 1.69637
H 3.73616 -3.84633 -0.02954
H 4.22894 -4.70982 1.48752
H 2.23493 -4.06800 2.63364
H 1.69511 -4.55145 1.00090
H -0.45195 -4.37236 1.67092
H -0.35702 -3.86239 -0.03548
O -2.38035 1.73969 -6.12721
C -1.87096 1.70580 -5.09494
Co -1.13761 1.61595 -3.50548
C 0.42791 0.88208 -3.73395
O 1.48610 0.42301 -3.81465
C -0.64615 3.26187 -3.15819
O -0.26790 4.32140 -2.88637
C -2.19862 0.40058 -2.41410
C -1.51787 1.02755 -1.34425
C -0.27620 1.00491 -0.71747
C 0.31193 2.07246 0.07495
C 1.71815 2.06561 0.32731
C 2.31220 3.00491 1.17650
C 1.50968 4.01420 1.74860
C 0.12891 4.07867 1.47561
C -0.45535 3.11621 0.63523
Co -3.28609 1.60115 -1.62481
C -4.44998 1.61933 -2.96562
O -5.21860 1.64059 -3.82942
C -3.46867 3.33638 -1.15242
O -3.61220 4.43911 -0.84106
C -4.25942 0.76773 -0.41715
O -4.85646 0.20944 0.41002
H -2.35977 -0.66024 -2.56702
H 0.38569 0.14646 -0.92481
H 2.33537 1.30781 -0.14872
H 3.38963 2.94458 1.39977
H 1.97717 4.74798 2.42735
H -0.48229 4.87033 1.93882
H -1.52948 3.15809 0.44652
```

- HOMO-LUMO gap (eV) = 5.76
- E_HOMO (eV) = -3.3
- charge = -1
- energy relative to the best compared isomer or geometry (same formula, charge and spin) (kcal per mole) = 0.0

(5)
Molecular formula: C24H22N2O4
Method: DFT, the ωB97M-V functional and the def2-TZVPD basis

```
52
C24H22N2O4 | the OMol25 dataset | the ωB97M-V functional and the def2-TZVPD basis
C -4.48660 3.34884 -1.37301
O -4.32859 1.89654 -1.45160
C -3.09109 1.39702 -1.15810
C -2.89038 0.00751 -1.35964
C -1.68123 -0.56518 -1.14967
C -0.57519 0.19700 -0.75970
C 0.71007 -0.50745 -0.33399
C 1.97907 0.14516 -0.92713
C 3.15716 -0.58198 -0.90883
C 4.39992 -0.04107 -1.14147
C 4.49728 1.36879 -1.42149
O 5.75457 1.90200 -1.41417
C 5.84310 3.36976 -1.49979
C 3.29414 2.08064 -1.65374
C 2.04825 1.46026 -1.40841
C 0.59022 -1.01539 1.16356
C 1.89341 -1.79258 1.69737
C 0.55784 0.31498 1.90941
N 0.55992 1.43982 2.14626
C -0.68772 -1.86878 1.63513
C -0.70795 -3.26186 1.44601
C -1.89640 -3.98873 1.66356
C -3.05802 -3.36836 2.13157
N -4.26294 -4.08017 2.20506
O -5.28393 -3.42773 2.52760
O -4.23084 -5.27791 1.83801
C -3.02593 -1.97468 2.31866
C -1.86045 -1.24421 2.08935
C -0.77566 1.55386 -0.48225
C -1.98218 2.17210 -0.73270
H -5.53752 3.47510 -1.61291
H -4.28012 3.74825 -0.36564
H -3.85878 3.84971 -2.12598
H -3.74460 -0.60111 -1.68688
H -1.51152 -1.64232 -1.35709
H 0.72010 -1.57099 -0.60194
H 3.10506 -1.67346 -0.75620
H 5.32073 -0.63106 -1.06215
H 6.91122 3.51383 -1.37894
H 5.50338 3.71040 -2.48311
H 5.28595 3.86968 -0.70102
H 3.34029 3.15865 -1.97160
H 1.18557 2.01791 -1.70121
H 1.93952 -2.79257 1.22918
H 2.78458 -1.24000 1.35819
H 1.95732 -1.87332 2.81531
H 0.19161 -3.78503 1.09863
H -1.88979 -5.05731 1.49151
H -3.90444 -1.48622 2.69792
H -1.89339 -0.15060 2.23241
H 0.02012 2.23676 -0.12803
H -2.10510 3.26553 -0.58633
```

- HOMO-LUMO gap (eV) = 7.39
- E_HOMO (eV) = -8.5
- charge = 0
- energy relative to the best compared isomer or geometry (same formula, charge and spin) (kcal per mole) = 185.9

(6)
Molecular formula: C24H22N4O5S
Method: DFT, the ωB97M-V functional and the def2-TZVPD basis

```
56
C24H22N4O5S | the OMol25 dataset | the ωB97M-V functional and the def2-TZVPD basis
C 1.23878 2.96583 0.48948
O 2.05852 1.89725 0.05699
C 2.79114 1.23293 0.98215
C 2.64905 1.39553 2.35706
C 3.47982 0.72143 3.23254
C 4.48121 -0.11413 2.76202
C 4.62394 -0.30307 1.40373
C 3.78001 0.34931 0.50567
C 3.92013 0.05930 -0.89993
N 4.91417 -0.54183 -1.48355
N 4.58345 -0.71520 -2.77758
C 3.39595 -0.21696 -2.92249
N 2.65253 -0.21627 -4.07314
C 1.27849 -0.15843 -4.17403
O 0.73468 -0.08000 -5.24697
C 0.57500 -0.20890 -2.85620
C 0.74983 -1.30739 -2.01678
C 0.22289 -1.28407 -0.73906
C -0.48834 -0.17532 -0.32170
S -1.07117 -0.11460 1.37377
O -0.24461 -0.96900 2.17030
O -1.19996 1.26356 1.75836
N -2.60044 -0.76475 1.34855
C -2.65582 -2.17838 1.07530
C -3.61205 0.04348 0.70171
C -4.96794 -0.22903 1.29815
C -6.04472 -0.59634 0.50501
C -7.28127 -0.84681 1.07679
C -7.44650 -0.74114 2.44644
C -6.37230 -0.38072 3.24450
C -5.13993 -0.12362 2.67328
C -0.74011 0.88174 -1.17310
C -0.20365 0.86706 -2.44942
O 2.91790 0.31750 -1.78303
H 1.81840 3.69432 1.06423
H 0.87497 3.43512 -0.42334
H 0.39298 2.61050 1.08373
H 1.87302 2.03248 2.74815
H 3.34327 0.85614 4.29478
H 5.13493 -0.62343 3.45239
H 5.37807 -0.95938 0.99978
H 3.17724 -0.32686 -4.93248
H 1.32702 -2.15777 -2.35125
H 0.39531 -2.08898 -0.04228
H -2.56816 -2.39501 0.00248
H -1.83394 -2.64451 1.61254
H -3.60146 -2.57752 1.44208
H -3.32810 1.08186 0.88904
H -3.62806 -0.13547 -0.38476
H -5.91883 -0.68350 -0.56511
H -8.11494 -1.12854 0.45066
H -8.40987 -0.93965 2.89201
H -6.49814 -0.29801 4.31384
H -4.29389 0.15540 3.28299
H -1.31317 1.72239 -0.81580
H -0.35361 1.69847 -3.12091
```

- HOMO-LUMO gap (eV) = 8.40
- E_HOMO (eV) = -8.4
- charge = 0
- energy relative to the best compared isomer or geometry (same formula, charge and spin) (kcal per mole) = 85.8